Entry from the Open Molecules 2025 dataset: C5H13O2S as an isolated structure (ωB97M-V/def2-TZVPD).

As for the net charge: -1. The value obtained for the HOMO-LUMO gap is 0.26093 Eh. For the LUMO energy, the calculation gives 3.36 eV. As for the energy above the lowest of the compared OMol25 structures with the same formula, charge and spin: 0.220 eV.

Last column: Löwdin charge in e.
Positions of all 21 atoms, in Å:
O: -0.2589 2.1058 0.5632  -0.3005
H: 1.7379 2.1613 0.9844  0.0928
H: 0.8313 -0.1457 0.6992  0.0648
H: 2.3218 0.0310 0.0517  0.0930
H: -0.0383 -2.9083 0.2971  0.0100
H: 1.0087 0.5808 -2.2122  0.0913
C: -0.9036 -2.3010 0.5463  -0.3828
H: 1.2066 2.4410 -0.7985  0.0876
S: -1.5009 -1.8553 -1.1428  0.7168
H: -0.6867 -1.4236 1.1489  -0.0008
C: 0.6995 -0.1039 -1.4046  -0.2732
H: 1.2090 -1.0393 -1.6597  0.0850
C: -0.8433 -0.1901 -1.4837  -0.4926
H: -1.6331 0.8238 2.6727  -0.0375
C: 1.3125 0.4147 -0.0954  -0.2170
H: -0.6088 1.2925 1.5110  -0.0248
O: -0.7756 0.5390 2.3665  -0.2517
H: -1.2226 0.0941 -2.4571  0.0550
H: -1.1765 0.4478 -0.6739  0.0515
C: 1.0507 1.9222 0.1493  -0.3761
H: -1.7297 -2.8868 0.9376  0.0093



Entry from the Open Molecules 2025 dataset: a 2-piece molecular cluster, C5H13O2S overall (ωB97M-V/def2-TZVPD).

As for the net charge: -1. The value obtained for the HOMO-LUMO gap is 0.24692 Eh. For the LUMO energy, the calculation gives 3.32 eV. As for the energy above the lowest of the compared OMol25 structures with the same formula, charge and spin: 0.000 eV.

Last column: Löwdin charge in e.
Positions of all 21 atoms, in Å:
H: 1.1558 0.0493 3.2166  0.0007
H: -0.0310 -0.3568 -2.5664  0.0812
H: -0.0901 1.3885 -2.3857  0.0914
H: -1.2587 -2.6136 1.4411  0.0139
C: -1.2207 0.2453 -0.9298  -0.5157
H: 2.1808 0.2485 -1.7208  0.0825
H: -2.0538 0.7085 -1.4578  0.0555
S: -1.6349 -1.4862 -0.5963  0.7469
H: 2.6640 2.0680 -0.6028  0.0759
C: 1.3334 0.4096 -1.0630  -0.1993
C: 1.6215 1.7682 -0.3142  -0.4561
H: 0.7694 0.8428 1.8843  -0.0360
O: 1.4382 1.7764 1.0236  -0.3062
C: 0.0232 0.4560 -1.8255  -0.2946
C: -0.6384 -1.9292 0.8723  -0.4068
H: 1.3561 -0.3614 -0.2915  0.0904
H: 1.0118 2.5535 -0.8332  0.0819
H: -1.1176 0.7706 0.0228  0.0791
O: 0.3832 0.3076 2.7042  -0.1960
H: 0.3250 -2.3235 0.5611  0.0209
H: -0.4568 -1.0249 1.4448  -0.0095



Entry from the Open Molecules 2025 dataset: C5H13O2Y as an isolated structure (ωB97M-V/def2-TZVPD).

As for the net charge: +2. The value obtained for the HOMO-LUMO gap is 0.33622 Eh. For the LUMO energy, the calculation gives -8.71 eV. As for the energy above the lowest of the compared OMol25 structures with the same formula, charge and spin: 0.027 eV.

Last column: Löwdin charge in e.
Positions of all 21 atoms, in Å:
H: 1.3940 -2.3234 2.1327  0.1006
H: -1.5638 1.6731 -1.1501  0.1529
H: 0.6374 2.5137 -0.0197  0.1620
H: 2.6442 -1.6424 1.0362  0.1295
H: 1.9184 1.1348 1.4609  0.1593
C: 0.1951 1.5426 0.2419  -0.1392
C: -0.6462 1.1080 -0.9380  -0.0932
H: -2.3089 -1.7235 -1.9172  0.1035
H: -0.0179 1.1896 -1.8395  0.1504
O: -1.1222 -0.3386 -0.9841  -0.4553
H: -0.4621 1.7304 1.1054  0.1235
C: -1.9029 -0.7222 -2.1048  -0.0320
C: 1.8686 -1.4024 1.7758  -0.0178
C: 1.3454 0.6508 0.6572  -0.1460
H: -1.1926 -0.7858 -2.9412  0.1263
H: 2.3063 -0.8628 2.6257  0.1316
Y: -1.0569 -1.4861 0.7968  1.7226
O: 0.8574 -0.5971 1.1705  -0.4075
H: 2.0227 0.4447 -0.1858  0.1609
H: -2.6998 0.0013 -2.3245  0.1288
H: -2.2162 -0.1047 1.4017  -0.0610



Entry from the Open Molecules 2025 dataset: C5H13O7Tl as an isolated structure (ωB97M-V/def2-TZVPD).

As for the net charge: +3. The value obtained for the HOMO-LUMO gap (alpha / beta) is 0.14179 / 0.09681 Eh. For the LUMO energy (alpha / beta), the calculation gives -17.73 / -18.11 eV. Its spin multiplicity is 2.

Last column: Löwdin charge in e.
Positions of all 26 atoms, in Å:
H: 1.8635 0.0523 -3.2243  0.1505
H: -1.2494 -2.0662 3.2226  0.2054
C: -2.2915 -0.3132 -2.4480  -0.7247
H: 0.8605 1.7346 -1.7624  0.1677
H: 2.5546 1.7812 -2.3548  0.1676
H: 3.5074 0.9388 -0.2417  0.1803
O: 1.7659 -0.0182 -2.2719  -0.0187
O: 0.5402 -1.5155 2.5631  0.0870
H: -2.3174 0.0814 2.5241  0.1811
O: -2.6188 0.0390 -3.6901  0.2735
O: -1.4201 -1.1420 -2.2198  0.1529
C: -1.3866 -0.2395 2.0563  -0.0904
C: 2.4882 1.3200 -0.3056  -0.0823
O: -1.5280 -0.8407 0.7594  0.0379
Tl: 0.7875 -2.2006 -0.5057  1.2868
O: -2.8789 0.3380 -1.5602  0.2370
H: 1.7437 0.6399 1.4134  0.1299
H: -0.7220 0.6233 2.0112  0.1534
O: 1.5719 0.5678 0.4716  -0.0114
C: -0.6819 -1.1472 3.0763  -0.1096
H: 1.0788 -1.8843 3.2670  0.1724
H: 2.4669 2.3513 0.0466  0.1783
H: -2.0534 -0.3532 0.1206  0.0848
C: 1.8465 1.2744 -1.6992  -0.1347
H: -3.3097 0.5200 -3.2287  0.1355
H: -0.6181 -0.5417 3.9804  0.1899



Entry from the Open Molecules 2025 dataset: C5H13OP as an isolated structure (ωB97M-V/def2-TZVPD).

The value obtained for the HOMO-LUMO gap is 0.29605 Eh. For the LUMO energy, the calculation gives 0.47 eV. As for the energy above the lowest of the compared OMol25 structures with the same formula, charge and spin: 2.976 eV.

Last column: Löwdin charge in e.
Positions of all 20 atoms, in Å:
C: 0.0944 -2.1815 0.1285  -0.1481
H: 0.6128 0.0914 1.5186  0.1607
H: -0.6042 -2.3181 1.0303  0.0948
H: 2.0633 0.2436 -1.1579  0.1000
H: -2.5074 -0.4262 1.0064  -0.1131
H: 0.6162 2.4455 0.4903  0.0563
P: -2.2918 -0.3206 -0.3109  0.8968
H: -0.8798 1.7562 0.4671  0.0188
C: 2.1767 0.3374 -0.0423  -0.1045
C: 0.7926 0.2847 0.4098  -0.5106
H: 1.1465 -2.3253 0.3160  0.0625
C: 0.0405 -0.7878 -0.3164  -0.4305
O: -3.2853 1.0574 -0.1497  -0.4188
H: 0.1226 -0.5836 -1.3876  0.0810
H: 2.6382 -0.6424 0.3563  0.1028
H: -3.3754 1.6163 -0.8506  -0.0369
H: 2.8683 1.1585 0.1951  0.0851
C: 0.0863 1.6383 0.0687  -0.1094
H: -0.2826 -2.8674 -0.7492  0.1150
H: -0.0320 1.8238 -1.0225  0.0980



Entry from the Open Molecules 2025 dataset: an isolated ion of composition C5H13P2 and charge +1 (ωB97M-V/def2-TZVPD).

As for the net charge: +1. The value obtained for the HOMO-LUMO gap is 0.32807 Eh. For the LUMO energy, the calculation gives -4.66 eV. As for the energy above the lowest of the compared OMol25 structures with the same formula, charge and spin: 0.000 eV.

Last column: Löwdin charge in e.
Positions of all 20 atoms, in Å:
P: 1.0360 0.6181 -0.1748  0.9418
H: -1.0707 -1.2060 0.9671  0.0697
C: 0.8011 -1.2147 -0.1047  -0.3500
H: -0.7913 -2.5455 -0.0777  0.0980
H: 3.4063 0.1774 -1.0750  0.0510
H: -1.2671 1.8511 1.6182  -0.0209
H: -2.1081 0.3084 1.5664  0.0470
H: 3.2558 1.3701 0.4125  0.0679
H: -2.7173 -0.7877 -0.7790  0.1196
H: 2.8292 1.7429 -1.3054  -0.0178
C: -0.7112 -1.5154 0.0195  -0.3349
P: -1.3783 1.0734 -0.6271  0.8813
H: -1.3679 -0.8451 -2.0313  0.1070
H: 1.3000 -1.6392 0.8066  0.1165
C: -1.5800 -0.7286 -0.9088  -0.4522
H: -2.9620 1.7444 1.0110  0.0935
C: -1.9046 1.2828 1.0982  -0.3330
C: 2.9078 1.0147 -0.6024  -0.1772
H: 1.0612 -1.7236 -1.0019  0.0811
H: 1.2609 1.0226 1.1888  0.0115



Entry from the Open Molecules 2025 dataset: a 2-piece molecular cluster, C5H14 overall (ωB97M-V/def2-TZVPD).

The value obtained for the HOMO-LUMO gap is 0.45506 Eh. The SMILES is CCC.CC. For the LUMO energy, the calculation gives 1.10 eV. As for the energy above the lowest of the compared OMol25 structures with the same formula, charge and spin: 0.458 eV.

Last column: Löwdin charge in e.
Positions of all 19 atoms, in Å:
H: -3.2841 1.6393 -0.1833  0.0611
H: 0.7479 -2.7459 -1.6012  0.0675
C: 2.2323 0.0864 -0.1062  -0.1243
C: 1.7779 -0.9832 -1.1302  -0.3167
C: -2.2542 1.6314 0.1856  -0.1836
H: 1.3072 -0.4001 -1.9210  0.0952
H: 1.6969 1.0365 -0.1021  0.0575
C: -2.1385 1.0782 1.5809  -0.1771
H: -0.2035 -1.7781 -0.5310  0.0623
H: -2.5939 1.7299 2.3311  0.0630
H: 2.3706 -0.3195 0.9017  0.0663
H: 2.7337 -1.3080 -1.5274  0.0915
H: -2.6937 0.1428 1.6581  0.0618
H: 3.2528 0.4124 -0.3535  0.0605
H: -1.9222 2.6662 0.0748  0.0626
H: -1.1246 0.8848 1.9227  0.0561
C: 0.8262 -2.0804 -0.7374  -0.1295
H: -1.7880 1.0159 -0.5912  0.0556
H: 1.0573 -2.7086 0.1298  0.0702



Entry from the Open Molecules 2025 dataset: a 2-piece molecular cluster, C5H14 overall (ωB97M-V/def2-TZVPD).

The value obtained for the HOMO-LUMO gap is 0.45639 Eh. The SMILES is CCC.CC. For the LUMO energy, the calculation gives 1.20 eV. As for the energy above the lowest of the compared OMol25 structures with the same formula, charge and spin: 0.301 eV.

Last column: Löwdin charge in e.
Positions of all 19 atoms, in Å:
C: -1.4682 -0.3304 1.2061  -0.1009
C: 1.4466 1.5500 0.0903  -0.1665
H: 0.1357 1.6086 -1.5791  0.0573
H: 0.1656 -1.5783 -1.1994  0.0622
H: -2.1439 -0.1152 0.3795  0.0663
C: -0.6552 -1.9983 -0.6024  -0.1271
H: -0.5267 -3.0726 -0.7204  0.0626
C: 1.1280 1.9827 -1.3368  -0.1631
H: 1.0324 3.0651 -1.4291  0.0589
H: 0.6421 1.7958 0.7755  0.0444
H: 1.8916 1.7228 -2.0676  0.0629
H: 1.5674 0.4681 0.1409  0.0503
H: -0.9909 -2.4117 1.4649  0.0907
H: -0.8112 0.5072 1.4104  0.0331
C: -0.6180 -1.5795 0.8639  -0.3074
H: -2.0220 -0.5532 2.1158  0.0639
H: -1.5526 -1.6615 -1.1230  0.0640
H: 2.3645 2.0168 0.4459  0.0639
H: 0.4148 -1.4163 1.1647  0.0845



Entry from the Open Molecules 2025 dataset: a 2-piece molecular cluster, C5H14 overall (ωB97M-V/def2-TZVPD).

The value obtained for the HOMO-LUMO gap is 0.43374 Eh. The SMILES is CCC.CC. For the LUMO energy, the calculation gives 1.10 eV. As for the energy above the lowest of the compared OMol25 structures with the same formula, charge and spin: 2.205 eV.

Last column: Löwdin charge in e.
Positions of all 19 atoms, in Å:
C: 1.4081 0.9364 -1.8887  -0.1301
H: -0.1105 -2.5429 2.1277  0.0851
H: -0.3400 2.1957 -2.0924  0.1244
H: 0.7454 -1.2217 1.2468  0.0411
H: -1.0495 -1.1453 3.5249  0.0813
H: 1.6439 1.8231 -1.2273  0.0938
H: 0.5462 -0.4272 3.6271  0.0135
C: -0.9344 0.2988 -1.2654  -0.1383
H: -0.4573 -0.7633 -1.0488  0.0956
C: -0.1679 -1.4376 1.7956  -0.1969
H: -1.0832 0.5264 -0.2504  0.0290
H: -0.3006 0.8178 -3.0951  0.0812
C: -0.2504 -0.5203 3.0384  -0.1250
H: -0.6866 0.4180 2.7480  0.0546
H: -0.7219 -1.6762 0.8735  0.0442
H: -1.9544 0.2585 -1.7614  0.0948
H: 1.7461 0.0019 -1.5302  0.0589
C: -0.0286 1.1178 -2.1164  -0.3744
H: 1.9956 1.3401 -2.7060  0.0673



Entry from the Open Molecules 2025 dataset: a 2-piece molecular cluster, C5H14 overall (ωB97M-V/def2-TZVPD).

The value obtained for the HOMO-LUMO gap is 0.45708 Eh. The SMILES is CCC.CC. For the LUMO energy, the calculation gives 1.14 eV. As for the energy above the lowest of the compared OMol25 structures with the same formula, charge and spin: 0.637 eV.

Last column: Löwdin charge in e.
Positions of all 19 atoms, in Å:
H: -2.2542 0.4492 2.6188  0.0565
H: 1.1707 0.0259 0.2304  0.0851
C: 2.3335 0.8893 -1.3097  -0.1416
H: -0.6540 -0.0609 2.8339  0.0741
C: -1.6436 -0.4399 2.4730  -0.1861
H: -0.8851 -1.6798 0.9916  0.0542
H: -0.9293 0.4336 -1.6927  0.0665
H: -0.0925 -1.1437 -1.2644  0.0649
C: 0.9887 0.6240 -0.6563  -0.3134
H: 0.5975 1.6451 -0.3757  0.1143
H: 3.2278 0.6911 -0.7251  0.0611
H: -2.6352 -1.2409 0.7037  0.0813
C: -1.6276 -0.9076 1.0417  -0.1844
H: 2.4195 0.3209 -2.2630  0.0683
H: -1.3165 -0.0999 0.2901  0.0504
H: 0.4415 -0.1509 -2.5948  0.0497
H: 2.4342 1.9352 -1.6479  0.0704
H: -1.9884 -1.1976 3.1738  0.0602
C: 0.0084 -0.1143 -1.6122  -0.1318



What max |F| values result from the calculations? In sequence: 2.224, 1.280, 2.380, 3.993, 4.151, 5.264, 1.905, 0.990, 7.576, 1.927 eV Å⁻¹.